# 1
17 unconnected molecules or ions with the total composition C42H70Cl48O15. Source: OMol25; level of theory: wB97M-V/def2-TZVPD.

Geometry (Å):
C  -33.305  9.563  13.560
O  -32.007  9.748  14.127
C  -31.503  11.047  13.943
C  -32.316  12.159  14.612
O  -32.772  11.807  15.904
C  -31.768  11.348  16.822
C  -32.398  11.301  18.220
O  -32.985  10.024  18.521
C  -34.210  9.919  17.743
H  -33.158  9.569  12.470
H  -34.041  10.331  13.816
H  -33.726  8.585  13.817
H  -31.401  11.315  12.865
H  -30.490  10.989  14.312
H  -33.237  12.347  14.048
H  -31.748  13.091  14.517
H  -30.843  11.944  16.768
H  -31.457  10.321  16.526
H  -33.143  12.117  18.313
H  -31.651  11.433  19.015
H  -34.662  9.053  18.236
H  -34.053  9.660  16.699
H  -34.851  10.791  17.935
C  -38.556  2.182  9.485
O  -37.131  2.089  9.402
C  -36.679  2.835  8.328
C  -35.160  2.820  8.351
O  -34.741  3.616  9.446
C  -33.358  3.842  9.345
C  -32.871  4.481  10.626
O  -31.505  4.824  10.458
C  -30.916  5.295  11.630
H  -38.952  1.724  10.386
H  -38.960  1.772  8.548
H  -38.860  3.240  9.480
H  -37.066  3.872  8.430
H  -37.068  2.411  7.382
H  -34.661  3.218  7.469
H  -34.893  1.754  8.476
H  -33.104  4.471  8.493
H  -32.879  2.856  9.245
H  -32.997  3.835  11.509
H  -33.528  5.332  10.845
H  -31.370  6.199  12.075
H  -29.851  5.494  11.466
H  -30.981  4.474  12.374
C  -29.215  13.162  12.181
O  -29.471  13.649  13.517
C  -28.896  14.953  13.656
C  -29.243  15.469  15.059
O  -28.485  16.684  15.340
C  -28.522  17.017  16.718
C  -27.738  18.255  16.917
O  -28.514  19.409  16.746
C  -27.784  20.570  16.934
H  -29.878  13.645  11.457
H  -29.414  12.085  12.234
H  -28.170  13.290  11.875
H  -29.308  15.524  12.815
H  -27.815  14.914  13.537
H  -28.896  14.680  15.758
H  -30.309  15.602  15.166
H  -28.097  16.192  17.322
H  -29.562  17.199  17.013
H  -26.952  18.271  16.154
H  -27.296  18.211  17.927
H  -28.331  21.391  17.405
H  -27.338  20.885  15.983
H  -26.960  20.274  17.583
C  -36.194  4.771  12.138
O  -37.309  5.618  12.307
C  -37.168  6.782  11.509
C  -36.009  7.645  12.058
O  -35.991  7.825  13.459
C  -37.120  8.397  14.205
C  -37.201  9.912  14.100
O  -37.589  10.275  12.844
C  -37.657  11.678  12.825
H  -36.546  3.800  12.488
H  -35.264  5.023  12.669
H  -35.996  4.676  11.064
H  -38.122  7.312  11.581
H  -36.924  6.513  10.472
H  -35.992  8.599  11.519
H  -35.075  7.128  11.888
H  -36.958  8.036  15.232
H  -38.071  7.951  13.864
H  -36.198  10.296  14.341
H  -37.887  10.355  14.852
H  -37.946  12.078  11.849
H  -36.677  12.090  13.094
H  -38.411  12.026  13.562
C  -26.864  11.173  9.336
O  -26.239  12.416  9.378
C  -24.989  12.301  10.073
C  -24.071  13.504  9.856
O  -23.161  13.437  8.751
C  -23.809  13.302  7.513
C  -22.735  13.541  6.469
O  -21.813  12.424  6.510
C  -21.022  12.488  5.357
H  -26.187  10.371  9.003
H  -27.761  11.167  8.708
H  -27.158  10.897  10.358
H  -24.422  11.409  9.768
H  -25.186  12.175  11.144
H  -23.439  13.673  10.722
H  -24.753  14.358  9.719
H  -24.667  13.981  7.447
H  -24.216  12.279  7.442
H  -22.267  14.506  6.725
H  -23.103  13.660  5.430
H  -20.383  13.378  5.347
H  -21.497  12.401  4.361
H  -20.393  11.600  5.490
C  -28.666  14.948  6.691
Cl  -28.468  15.267  8.422
Cl  -29.811  13.662  6.457
Cl  -29.204  16.436  5.914
Cl  -27.047  14.476  6.037
C  -29.398  2.002  6.683
Cl  -29.202  2.477  8.349
Cl  -29.281  3.394  5.632
Cl  -28.121  0.889  6.223
Cl  -30.984  1.231  6.460
C  -33.441  11.347  4.456
Cl  -32.726  12.810  5.157
Cl  -34.957  10.942  5.107
Cl  -33.615  11.667  2.728
Cl  -32.338  10.003  4.594
C  -25.360  8.999  6.047
Cl  -25.062  7.949  4.688
Cl  -23.823  9.360  6.848
Cl  -26.142  10.476  5.467
Cl  -26.479  8.157  7.135
C  -28.568  11.876  2.329
Cl  -29.021  11.404  3.959
Cl  -30.018  11.937  1.342
Cl  -27.677  13.384  2.367
Cl  -27.511  10.593  1.726
C  -26.761  8.583  13.018
Cl  -25.939  8.005  14.483
Cl  -26.512  10.349  12.934
Cl  -26.043  7.826  11.644
Cl  -28.438  8.151  13.124
C  -30.405  7.851  7.960
Cl  -29.507  6.386  7.468
Cl  -29.914  8.134  9.632
Cl  -29.971  9.226  7.012
Cl  -32.161  7.566  7.969
C  -33.819  5.353  4.739
Cl  -33.161  6.739  3.936
Cl  -35.064  5.858  5.828
Cl  -34.524  4.277  3.583
Cl  -32.636  4.436  5.624
C  -37.407  8.185  7.990
Cl  -35.718  7.965  8.439
Cl  -38.285  6.592  7.840
Cl  -38.197  9.141  9.228
Cl  -37.497  9.039  6.469
C  -34.084  12.090  9.330
Cl  -33.572  13.726  8.744
Cl  -33.199  10.884  8.403
Cl  -33.648  11.889  11.004
Cl  -35.800  11.876  9.065
C  -25.292  4.278  9.746
Cl  -24.346  5.792  9.671
Cl  -26.556  4.449  10.955
Cl  -26.007  3.987  8.155
Cl  -24.227  2.945  10.149
C  -29.420  6.942  2.556
Cl  -28.960  7.096  4.229
Cl  -30.361  8.360  2.114
Cl  -27.951  6.886  1.588
Cl  -30.355  5.488  2.338

Output
E_tot	-24859.669521	Eh
LUMO	-0.003	Eh
HOMO energy	-9.2324	eV


# 2
14 unconnected molecules or ions with the total composition C42H70O42. Source: OMol25; level of theory: wB97M-V/def2-TZVPD.

Geometry (Å):
C  -3.724  1.268  -2.823
C  -4.124  0.710  -4.180
O  -2.937  0.876  -4.974
C  -1.920  1.272  -4.181
O  -0.744  1.474  -4.459
O  -2.340  1.600  -2.952
H  -3.836  0.578  -1.986
H  -4.365  2.119  -2.595
H  -4.946  1.356  -4.488
H  -4.418  -0.318  -3.968
C  0.170  -3.562  6.349
C  -1.159  -3.791  5.595
O  -2.091  -3.727  6.577
C  -1.570  -3.279  7.716
O  -2.115  -3.207  8.829
O  -0.239  -3.009  7.530
H  0.872  -2.909  5.830
H  0.583  -4.543  6.584
H  -1.103  -4.779  5.138
H  -1.269  -2.974  4.881
C  2.303  -3.237  2.163
C  2.044  -2.891  0.709
O  0.651  -2.872  0.593
C  0.061  -3.184  1.724
O  -1.117  -3.115  1.981
O  0.992  -3.295  2.679
H  2.832  -2.433  2.675
H  2.900  -4.144  2.267
H  2.468  -3.686  0.096
H  2.454  -1.926  0.411
C  3.942  5.344  -4.005
C  3.460  3.929  -3.968
O  2.352  3.955  -3.005
C  2.031  5.269  -2.856
O  1.271  5.676  -2.029
O  2.777  6.011  -3.617
H  4.290  5.637  -4.995
H  4.602  5.672  -3.201
H  4.320  3.351  -3.630
H  3.100  3.554  -4.926
C  -2.762  4.328  -0.714
C  -1.936  5.467  -1.214
O  -2.827  6.282  -1.839
C  -4.102  5.900  -1.748
O  -5.120  6.462  -2.199
O  -4.090  4.659  -1.210
H  -2.725  4.196  0.368
H  -2.371  3.403  -1.138
H  -1.193  5.102  -1.922
H  -1.477  6.011  -0.389
C  -1.074  0.412  1.396
C  -1.541  0.347  -0.011
O  -0.400  0.584  -0.772
C  0.649  0.463  0.019
O  1.827  0.479  -0.378
O  0.273  0.334  1.251
H  -1.469  -0.439  1.950
H  -1.220  1.362  1.912
H  -2.312  1.109  -0.122
H  -1.955  -0.638  -0.226
C  4.400  2.241  -0.966
C  5.165  1.261  -0.049
O  6.465  1.315  -0.462
C  6.667  2.287  -1.283
O  7.742  2.472  -1.837
O  5.468  2.792  -1.649
H  3.889  2.983  -0.352
H  3.737  1.832  -1.729
H  4.732  0.295  -0.309
H  4.986  1.378  1.020
C  -6.535  -1.702  3.917
O  -6.270  -3.056  3.738
C  -4.996  -3.517  3.755
O  -4.001  -2.912  4.017
O  -5.017  -4.864  3.492
C  -3.821  -5.426  3.122
H  -7.449  -1.372  3.422
H  -5.769  -1.127  3.396
H  -6.544  -1.499  4.987
H  -3.089  -5.374  3.929
H  -3.470  -4.980  2.192
H  -3.781  -6.496  2.917
C  -0.678  -2.141  -3.161
O  -1.178  -3.033  -2.257
C  -2.365  -2.952  -1.767
O  -3.201  -2.101  -2.094
O  -2.567  -4.023  -0.956
C  -3.817  -4.093  -0.267
H  -1.020  -1.125  -2.967
H  -0.829  -2.459  -4.192
H  0.384  -2.112  -2.918
H  -3.909  -5.116  0.099
H  -4.685  -3.931  -0.906
H  -3.876  -3.445  0.607
C  2.638  0.635  3.163
O  3.673  0.222  4.037
C  4.726  -0.429  3.507
O  4.881  -0.683  2.341
O  5.701  -0.568  4.416
C  5.557  -0.362  5.822
H  2.217  -0.181  2.575
H  2.985  1.398  2.466
H  1.883  1.161  3.747
H  5.722  0.703  5.983
H  6.230  -0.982  6.416
H  4.575  -0.631  6.211
C  4.080  -2.475  -1.948
O  3.174  -2.772  -3.056
C  2.418  -3.899  -3.128
O  2.360  -4.717  -2.235
O  1.746  -3.885  -4.307
C  0.728  -4.878  -4.550
H  4.922  -1.913  -2.350
H  4.544  -3.389  -1.575
H  3.723  -1.737  -1.230
H  -0.247  -4.469  -4.286
H  0.997  -5.781  -4.002
H  0.786  -5.122  -5.611
C  6.173  0.945  -6.951
O  5.058  1.058  -6.077
C  4.131  0.052  -6.023
O  4.138  -0.954  -6.694
O  3.213  0.425  -5.157
C  2.023  -0.339  -5.015
H  6.822  1.801  -6.767
H  5.817  0.821  -7.974
H  6.831  0.092  -6.783
H  1.373  -0.034  -5.836
H  1.486  -0.049  -4.112
H  2.107  -1.425  -5.060
C  -0.543  2.747  4.932
O  0.399  2.984  3.909
C  0.022  3.608  2.787
O  -1.079  4.101  2.622
O  1.083  3.720  1.949
C  0.973  4.357  0.617
H  -0.507  3.673  5.507
H  -0.206  2.012  5.663
H  -1.543  2.571  4.537
H  0.505  3.674  -0.092
H  1.985  4.576  0.277
H  0.300  5.209  0.709
C  -6.334  -0.804  -0.497
O  -5.802  -0.338  0.735
C  -5.395  0.894  0.871
O  -5.438  1.754  0.023
O  -4.967  1.076  2.208
C  -4.661  2.373  2.542
H  -6.282  -1.889  -0.583
H  -5.943  -0.244  -1.347
H  -7.371  -0.472  -0.451
H  -3.590  2.529  2.677
H  -5.048  2.545  3.547
H  -5.156  3.114  1.915

Output
energy relative to the best compared isomer or geometry (same formula, charge and spin)	236.4	kJ/mol
E_tot	-4802.436418	Eh
LUMO	0.001	Eh
HOMO energy	-10.7508	eV


# 3
A molecular structure, C42H73GeN2O2Ru. Source: OMol25; level of theory: wB97M-V/def2-TZVPD.

Geometry (Å):
Ru  0.612  -0.819  -0.225
C  1.079  -3.280  -2.108
N  1.251  -3.141  -0.653
C  2.625  -3.499  -0.268
C  0.297  -3.997  0.079
C  -0.992  -3.264  0.423
N  -0.733  -1.962  1.069
C  -1.999  -1.219  1.255
C  -2.849  -1.029  0.028
C  -4.185  -1.280  0.111
C  -5.081  -0.949  -0.934
C  -4.558  -0.251  -2.033
C  -3.225  0.046  -2.184
C  -2.297  -0.483  -1.195
O  -1.044  -0.540  -1.429
C  -2.740  0.889  -3.355
C  -1.849  2.050  -2.864
C  -3.909  1.527  -4.111
C  -1.971  -0.029  -4.326
C  -6.546  -1.279  -0.798
C  -7.097  -0.563  0.453
C  -7.365  -0.847  -2.014
C  -6.692  -2.802  -0.610
C  -0.049  -2.125  2.373
C  0.264  -0.801  3.015
C  -0.397  -0.391  4.131
C  -0.107  0.855  4.736
C  0.966  1.588  4.221
C  1.736  1.193  3.143
C  1.313  0.002  2.436
O  1.853  -0.394  1.336
C  2.907  2.085  2.734
C  4.004  1.367  1.938
C  3.580  2.672  3.989
C  2.332  3.236  1.885
C  -0.943  1.330  5.901
C  -0.526  2.714  6.399
C  -0.805  0.316  7.053
C  -2.414  1.394  5.439
H  1.276  -4.309  -2.433
H  1.775  -2.617  -2.620
H  0.062  -3.010  -2.395
H  2.794  -4.576  -0.379
H  2.811  -3.220  0.770
H  3.337  -2.974  -0.896
H  0.772  -4.354  0.991
H  0.044  -4.882  -0.514
H  -1.603  -3.896  1.079
H  -1.566  -3.075  -0.485
H  -1.746  -0.230  1.640
H  -2.602  -1.721  2.022
H  -4.569  -1.744  1.012
H  -5.245  0.088  -2.793
H  -2.444  2.770  -2.297
H  -1.433  2.571  -3.726
H  -1.029  1.715  -2.236
H  -4.563  2.086  -3.440
H  -4.501  0.788  -4.653
H  -3.511  2.228  -4.844
H  -1.103  -0.472  -3.844
H  -1.642  0.547  -5.192
H  -2.618  -0.834  -4.680
H  -6.933  0.514  0.392
H  -6.639  -0.934  1.371
H  -8.170  -0.744  0.521
H  -7.346  0.236  -2.148
H  -8.403  -1.139  -1.865
H  -7.014  -1.326  -2.930
H  -6.145  -3.159  0.264
H  -6.336  -3.340  -1.489
H  -7.745  -3.044  -0.464
H  0.886  -2.655  2.201
H  -0.668  -2.725  3.050
H  -1.159  -1.036  4.549
H  1.225  2.517  4.704
H  4.349  0.473  2.462
H  4.853  2.039  1.819
H  3.667  1.086  0.947
H  3.853  1.883  4.691
H  2.951  3.396  4.507
H  4.489  3.194  3.694
H  1.854  2.852  0.980
H  3.136  3.911  1.591
H  1.593  3.806  2.451
H  0.499  2.716  6.772
H  -1.175  3.010  7.222
H  -0.623  3.466  5.613
H  0.236  0.235  7.370
H  -1.157  -0.676  6.768
H  -1.398  0.651  7.904
H  -2.518  2.075  4.591
H  -3.034  1.764  6.255
H  -2.794  0.414  5.148
C  7.057  2.138  -1.300
C  5.753  1.489  -0.843
C  5.216  0.513  -1.885
C  4.054  -0.356  -1.386
Ge  2.258  0.519  -1.538
C  1.508  0.468  -3.407
C  2.561  0.991  -4.390
C  3.428  -0.105  -5.000
C  4.356  0.443  -6.080
H  7.433  2.834  -0.551
H  6.916  2.690  -2.230
H  7.824  1.380  -1.468
H  5.004  2.263  -0.648
H  5.925  0.955  0.096
H  6.025  -0.164  -2.179
H  4.938  1.068  -2.785
H  4.229  -0.659  -0.351
H  3.980  -1.262  -1.992
H  2.436  2.024  -1.243
H  0.629  1.109  -3.395
H  1.190  -0.543  -3.663
H  3.199  1.750  -3.925
H  2.027  1.511  -5.192
H  2.778  -0.871  -5.433
H  4.026  -0.589  -4.220
H  3.780  0.928  -6.869
H  4.944  -0.357  -6.528
H  5.050  1.177  -5.666

Output
2S+1	6
E_tot	-4075.361839	Eh
LUMO (spin up / spin down)	-0.177 / -0.294	Eh
HOMO energy (spin up / spin down)	-13.4779 / -13.5059	eV
charge	+2